(i)
Entry from the OMol25 dataset: a cluster of 2 separate species, CH6N3 in total (wB97M-V/def2-TZVPD).

Last columns: bonded neighbours and bond lengths (Å).
Cartesian coordinates (Å):
1 C 0.432 0.708 0.072  N2 1.347, N3 1.230, H5 1.185
2 N -0.728 0.125 0.431  C1 1.347, N4 1.255
3 N 1.508 0.232 -0.288  C1 1.230, H8 1.010
4 N -1.820 0.152 -0.187  N2 1.255, H9 1.117, H10 1.003
5 H 0.613 1.695 0.703  C1 1.185
6 H 0.036 -2.288 -0.145  H7 0.752
7 H -0.393 -1.698 0.039  H6 0.752
8 H 2.446 0.593 -0.192  N3 1.010
9 H -1.768 0.418 -1.271  N4 1.117
10 H -2.715 0.014 0.246  N4 1.003

Summary:
HOMO energy (spin up / spin down), eV: -15.17 / -15.17
Spin multiplicity: 1
Net charge: +1
Gap between HOMO and LUMO (spin up / spin down), eV: 7.9 / 7.9

(ii)
Entry from the OMol25 dataset: a cluster of 2 separate species, CH6N3 in total (wB97M-V/def2-TZVPD).

Last columns: bonded neighbours and bond lengths (Å).
Cartesian coordinates (Å):
1 C 1.980 -0.306 -0.049  N4 1.345, H5 1.127, H6 1.175, H7 1.117
2 N -0.074 0.821 0.633  N4 1.106
3 N -2.186 0.043 -0.026  H8 1.086, H9 0.981, H10 0.982
4 N 0.898 0.415 0.297  C1 1.345, N2 1.106
5 H 1.713 -1.389 0.110  C1 1.127
6 H 2.773 0.143 0.692  C1 1.175
7 H 2.450 -0.267 -1.062  C1 1.117
8 H -2.339 0.327 -1.062  N3 1.086
9 H -2.889 -0.642 -0.043  N3 0.981
10 H -2.324 0.855 0.510  N3 0.982

Summary:
HOMO energy, eV: -14.62
Spin multiplicity: 1
Net charge: +1
Gap between HOMO and LUMO, eV: 9.2

(iii)
Entry from the OMol25 dataset: the ion CH6N3 with charge +1 (wB97M-V/def2-TZVPD).

Last columns: bonded neighbours and bond lengths (Å).
Cartesian coordinates (Å):
1 N -1.811 0.051 -0.232  N2 1.391, H5 0.972, H6 1.064
2 N -0.575 -0.206 0.352  N1 1.391, C3 1.271, H7 1.018
3 C 0.381 0.319 -0.301  N2 1.271, N4 1.305, H8 1.122
4 N 1.609 0.737 -0.155  C3 1.305, H9 1.087, H10 1.024
5 H -2.628 -0.315 0.149  N1 0.972
6 H -1.681 -0.162 -1.266  N1 1.064
7 H -0.727 -0.084 1.351  N2 1.018
8 H 0.064 0.289 -1.378  C3 1.122
9 H 2.137 0.926 0.776  N4 1.087
10 H 2.226 0.559 -0.953  N4 1.024

Summary:
HOMO energy, eV: -14.31
Spin multiplicity: 1
Structure (SMILES): NNC=[NH2+]
Net charge: +1
Gap between HOMO and LUMO, eV: 10.3

Which structure is the most stable? The one labeled (iii).

(i)
Entry from the OMol25 dataset: a cluster of 2 separate species, C3H12N3O in total (wB97M-V/def2-TZVPD).

Last columns: bonded neighbours and bond lengths (Å).
Cartesian coordinates (Å):
1 C 0.870 1.338 0.700  O2 1.407, C3 1.519, H5 1.095, H6 1.099
2 O 0.376 0.123 1.209  C1 1.407, H7 0.970
3 C 1.565 1.077 -0.625  C1 1.519, N4 1.511, H8 1.087, H9 1.089
4 N 2.132 2.371 -1.161  C3 1.511, H10 1.017, H11 1.025, H12 1.021
5 H 1.556 1.757 1.443  C1 1.095
6 H 0.111 2.119 0.546  C1 1.099
7 H -0.543 0.056 0.907  O2 0.970
8 H 2.406 0.397 -0.515  C3 1.087
9 H 0.852 0.684 -1.349  C3 1.089
10 H 2.840 2.714 -0.515  N4 1.017
11 H 1.428 3.108 -1.260  N4 1.025
12 H 2.585 2.235 -2.066  N4 1.021
13 N -0.826 -2.453 0.258  C14 1.360, H16 1.004, H17 1.000
14 C -2.125 -2.052 0.213  N13 1.360, N15 1.275, H18 1.091
15 N -2.524 -1.070 -0.494  C14 1.275, H19 1.018
16 H -0.536 -2.997 1.051  N13 1.004
17 H -0.113 -1.810 -0.020  N13 1.000
18 H -2.829 -2.617 0.827  C14 1.091
19 H -3.540 -1.026 -0.440  N15 1.018

Summary:
HOMO energy, eV: -12.18
Spin multiplicity: 1
Net charge: +1
Gap between HOMO and LUMO, eV: 8.2

(ii)
Entry from the OMol25 dataset: a cluster of 2 separate species, C3H12N3O in total (wB97M-V/def2-TZVPD).

Last columns: bonded neighbours and bond lengths (Å).
Cartesian coordinates (Å):
1 C 2.207 -0.795 -0.862  C3 1.559, H8 1.122, H9 1.171, H10 1.120
2 C -2.112 0.004 -0.042  N4 1.366, O7 1.329, H17 1.049
3 C 1.297 0.243 -0.137  C1 1.559, N5 1.443, N6 1.480, H11 1.100
4 N -2.258 0.480 1.230  C2 1.366, H12 0.967, H13 0.992
5 N -0.044 -0.008 -0.608  C3 1.443, H14 1.030, H15 0.982
6 N 1.224 -0.012 1.320  C3 1.480, H16 1.012, H18 1.000
7 O -2.567 0.829 -0.979  C2 1.329, H19 1.014
8 H 1.869 -1.837 -0.619  C1 1.122
9 H 2.088 -0.635 -2.015  C1 1.171
10 H 3.315 -0.851 -0.705  C1 1.120
11 H 1.602 1.277 -0.353  C3 1.100
12 H -2.011 -0.047 2.001  N4 0.967
13 H -2.289 1.454 1.413  N4 0.992
14 H -0.069 -0.856 -1.193  N5 1.030
15 H -0.386 0.833 -0.981  N5 0.982
16 H 1.909 0.409 1.934  N6 1.012
17 H -1.955 -1.024 -0.179  C2 1.049
18 H 1.379 -0.997 1.394  N6 1.000
19 H -3.201 1.533 -0.619  O7 1.014

Summary:
HOMO energy, eV: -13.26
Spin multiplicity: 1
Net charge: +1
Gap between HOMO and LUMO, eV: 9.5

(iii)
Entry from the OMol25 dataset: a cluster of 2 separate species, C3H12N3O in total (wB97M-V/def2-TZVPD).

Last columns: bonded neighbours and bond lengths (Å).
Cartesian coordinates (Å):
1 C -0.596 -1.246 -2.110  N3 1.455, H7 1.091, H8 1.082, H13 1.093
2 C -1.160 -0.392 0.091  N3 1.317, N4 1.336, N5 1.340
3 N -0.843 -0.166 -1.167  C1 1.455, C2 1.317, H6 1.014
4 N -1.418 -1.607 0.582  C2 1.336, H9 1.010, H10 1.006
5 N -1.268 0.633 0.948  C2 1.340, H11 1.007, H12 1.010
6 H -0.363 0.711 -1.333  N3 1.014
7 H -0.210 -2.148 -1.633  C1 1.091
8 H 0.066 -0.940 -2.910  C1 1.082
9 H -1.608 -2.359 -0.064  N4 1.010
10 H -1.824 -1.677 1.500  N4 1.006
11 H -1.130 1.578 0.629  N5 1.007
12 H -1.062 0.510 1.928  N5 1.010
13 H -1.522 -1.572 -2.589  C1 1.093
14 C 2.238 1.306 1.371  O15 1.437, H17 1.093, H18 1.087, H19 1.073
15 O 1.540 1.506 0.131  C14 1.437, H16 0.969
16 H 1.918 2.238 -0.379  O15 0.969
17 H 2.239 0.227 1.549  C14 1.093
18 H 1.735 1.819 2.188  C14 1.087
19 H 3.271 1.578 1.267  C14 1.073

Summary:
HOMO energy, eV: -14.19
Spin multiplicity: 1
Net charge: +1
Gap between HOMO and LUMO, eV: 11.4

Which structure is the most stable? The one labeled (iii).